--- P ---
The following is a DFT calculation (ωB97M-V/def2-TZVPD) of a 5-piece molecular cluster, C20H34BrCl13N3O4 overall.

The geometry in XYZ format:
```
75
Properties=species:S:1:pos:R:3:lowdin_charge:R:1
H 2.988 -5.533 4.190 0.024
Cl -0.872 5.555 0.180 0.508
C -1.608 -0.884 -0.699 -0.159
Cl -8.710 -2.583 -2.945 0.532
H 3.093 -3.257 0.484 0.032
C -7.743 -2.657 -1.462 -1.542
H 5.051 3.032 0.622 0.139
C 0.456 0.073 1.374 -0.153
H 7.635 -0.821 1.910 0.075
H 5.004 -4.969 0.283 0.038
C 7.919 0.115 1.231 -0.116
C 3.002 -2.458 -1.661 -0.146
C 4.894 -4.177 -0.603 -0.549
Br -0.337 1.292 4.158 0.662
N 0.663 0.371 -0.083 -0.123
Cl -5.817 3.699 -3.807 0.526
C 1.819 -0.370 -0.707 -0.103
H 4.878 2.547 -1.231 0.139
H -0.080 -0.935 1.625 0.135
Cl -3.325 5.120 -3.304 0.546
H 2.549 -4.584 -0.739 0.121
H 8.892 0.577 1.736 0.092
O -5.469 -0.267 0.019 -0.124
H 3.942 -1.821 -1.936 0.125
H -7.918 -0.663 0.788 0.039
H -4.418 3.561 -1.915 -0.016
Cl 2.255 -4.670 2.123 0.562
O -0.668 2.485 1.517 -0.093
C 3.326 -3.696 -0.600 -0.279
Cl -8.756 -3.114 -0.082 0.536
Cl -6.399 -3.796 -1.652 0.510
H 5.983 0.971 2.091 0.129
C 3.292 1.493 0.148 -0.159
C -6.322 0.904 0.277 -0.224
C 6.672 1.198 1.147 -0.256
H -8.487 1.097 1.216 0.094
C -1.542 6.946 -0.689 -1.555
H 3.335 1.055 1.235 0.131
C -7.562 0.376 1.247 -0.080
H 8.247 -0.321 0.196 0.076
C 4.807 2.150 -0.117 -0.153
C 3.039 -5.879 3.154 -1.493
H 0.944 -2.243 -0.924 0.172
H 5.126 -4.749 -1.616 0.112
C -2.844 -0.570 0.383 -0.076
H 2.493 2.356 0.010 0.143
H -1.118 -1.878 -0.324 0.097
H -6.811 1.193 -0.773 0.145
H 2.616 -2.929 -2.688 0.154
Cl 4.744 -6.064 2.711 0.560
H -2.116 -1.108 -1.752 0.142
H -0.245 0.383 -2.054 0.150
H 7.156 2.272 1.232 0.130
H -3.270 -1.651 0.660 0.137
O -3.871 1.356 -1.003 -0.018
O 5.815 1.044 -0.039 -0.245
H -2.454 -0.121 1.399 0.122
H 3.076 0.892 -1.903 0.151
H -5.757 1.807 0.769 0.140
Cl -2.217 8.125 0.449 0.525
C -0.231 1.390 2.143 -0.601
H -7.329 -1.664 -1.271 -0.016
C -4.095 0.256 -0.280 -0.225
N 3.092 0.469 -0.948 0.034
Cl -5.625 5.556 -1.572 0.528
Cl 6.081 -2.801 -0.232 0.504
Cl -0.301 7.702 -1.704 0.517
N 1.842 -1.691 -1.074 0.108
C -0.587 0.374 -0.911 -0.164
H -1.228 1.363 -0.775 0.143
H 1.542 -0.012 1.862 0.135
H -7.233 0.244 2.366 0.090
H -2.348 6.592 -1.337 -0.060
C -4.752 4.376 -2.563 -1.530
Cl 2.195 -7.433 3.043 0.545
```

Results
Spin multiplicity: 1
LUMO level, eV: -4.3
Gap between HOMO and LUMO, eV: 8.022
Highest occupied orbital energy, eV: -12.296
Charge: +1

***

--- Q ---
The following is a DFT calculation (ωB97M-V/def2-TZVPD) of a 5-piece molecular cluster, C20H34BrCl13N3O4 overall.

The geometry in XYZ format:
```
75
Properties=species:S:1:pos:R:3:lowdin_charge:R:1
H -1.292 2.306 2.229 0.123
H 4.882 5.865 -1.139 0.015
C 1.615 -2.102 -0.778 -0.074
H 0.058 -1.775 -2.204 0.130
Cl -3.184 -5.769 1.021 0.562
H -3.064 1.937 -0.102 0.172
C -2.260 2.043 1.805 -0.126
C -1.140 1.483 -0.267 -0.282
C -1.219 3.045 -2.199 -0.147
H -2.682 7.303 3.316 0.078
C -3.303 3.034 2.299 -0.208
H 2.497 -2.071 -1.419 0.098
H 2.881 -4.901 -3.166 -0.031
C -0.506 5.467 -2.565 -0.567
H 0.373 6.102 -2.659 0.046
H -4.270 2.802 1.839 0.131
H 1.391 -6.314 -1.230 0.114
H -2.544 1.035 2.116 0.135
C 1.038 -0.230 2.137 -0.821
H -1.335 6.806 2.301 0.070
Br 2.690 0.230 3.023 0.781
H -1.604 2.669 -3.149 0.138
Cl 3.252 4.322 -1.806 0.528
Cl -0.928 -7.300 2.016 0.544
C -2.550 5.163 3.048 -0.261
H 3.415 -7.398 -0.480 0.092
Cl 5.244 5.661 -3.439 0.559
H 4.026 -5.922 0.292 0.088
H 1.941 -1.760 0.207 0.117
N -0.523 0.393 0.360 -0.066
C 0.765 0.695 0.970 -0.184
H -1.129 5.635 -3.442 0.085
C -1.558 -6.360 0.660 -1.549
C 4.241 5.788 -2.007 -1.535
H -3.295 5.113 3.848 0.120
H 0.976 -0.338 -1.805 0.100
H 3.899 -6.005 -1.469 0.032
Cl -2.164 -5.281 5.824 0.540
H 0.519 3.729 -3.308 0.115
O 0.067 -3.863 -0.273 0.100
H 1.547 -5.773 0.451 0.116
C -0.063 4.021 -2.431 -0.279
Cl 5.089 -5.227 -3.852 0.562
Cl 2.661 -5.335 -5.451 0.556
H 1.616 0.662 0.279 0.124
H 0.606 3.960 -1.572 0.057
C 2.022 -5.767 -0.529 -0.186
O 2.119 -4.392 -1.004 -0.016
H -1.604 4.778 3.449 0.119
H -2.980 6.753 1.666 0.071
O -2.965 4.353 1.949 -0.164
C 0.502 -1.225 -1.373 -0.142
Cl 3.424 -2.855 -4.134 0.533
H -2.040 3.506 -1.659 0.089
C -2.372 6.588 2.554 -0.069
Cl -4.521 -4.024 4.676 0.530
H -2.789 -5.134 3.576 -0.071
C 1.171 -3.535 -0.648 -0.470
N -2.170 2.144 0.336 0.111
H -1.587 -0.848 -0.920 0.135
C -2.833 -4.460 4.420 -1.577
Cl -1.386 5.998 -1.114 0.614
Cl 3.208 7.211 -2.061 0.550
H -0.914 -5.502 0.517 -0.042
C 3.444 -4.625 -4.047 -1.553
Cl -1.871 -3.034 4.006 0.515
Cl -1.546 -7.300 -0.830 0.551
O 0.352 -1.125 2.489 0.051
H 0.752 1.704 1.388 0.125
N -0.741 1.880 -1.443 0.164
C -0.632 -0.882 -0.392 -0.117
H -0.727 -1.686 0.335 0.113
H -0.018 1.327 -1.884 0.150
H -3.408 2.921 3.382 0.131
C 3.432 -6.311 -0.533 -0.044
```

Results
Spin multiplicity: 1
LUMO level, eV: -3.4
Gap between HOMO and LUMO, eV: 9.111
Highest occupied orbital energy, eV: -12.480
Charge: +1

***

Quick ranking, most stable first: Q, P.

***

--- P ---
The following is a DFT calculation (ωB97M-V/def2-TZVPD) of a 2-piece molecular cluster, C3H7O2S overall.

The geometry in XYZ format:
```
13
Properties=species:S:1:pos:R:3:lowdin_charge:R:1
C -0.020 -0.778 0.079 -0.260
O 1.750 1.943 2.055 -0.673
C 0.174 -1.041 -1.226 -0.024
H 0.222 -1.652 0.873 0.131
C -0.678 0.245 0.874 -0.135
H -0.060 0.690 1.569 0.005
H -1.550 -0.291 1.419 0.116
H 0.515 -1.945 -1.688 0.031
O 4.222 2.169 1.594 -0.672
H -0.861 1.039 0.250 0.047
S 2.920 1.572 1.166 0.493
H 2.555 2.403 -0.271 -0.072
H -0.039 -0.348 -1.962 0.013
```

Results
Spin multiplicity: 1
LUMO level, eV: 3.8
Gap between HOMO and LUMO, eV: 6.864
Highest occupied orbital energy, eV: -3.047
Charge: -1

***

--- Q ---
The following is a DFT calculation (ωB97M-V/def2-TZVPD) of a 2-piece molecular cluster, C3H7O2S overall.

The geometry in XYZ format:
```
13
Properties=species:S:1:pos:R:3:lowdin_charge:R:1
S 0.054 0.331 2.491 0.665
O 1.556 -0.815 -3.677 -0.159
H 1.352 0.195 0.428 0.018
H -1.058 -1.758 1.894 0.023
H 1.460 1.759 1.300 0.013
C 0.572 -0.368 -3.041 -0.711
C 0.789 0.990 0.901 -0.392
H -1.397 -0.467 0.818 0.032
O 0.352 -0.317 -1.823 -0.138
H -0.143 0.165 -3.741 0.079
H -2.252 -0.394 2.291 0.016
C -1.288 -0.697 1.890 -0.469
H 0.002 1.378 0.268 0.024
```

Results
Spin multiplicity: 1
LUMO level, eV: 3.2
Gap between HOMO and LUMO, eV: 7.147
Highest occupied orbital energy, eV: -3.947
Charge: -1

***

Quick ranking, most stable first: Q, P.